Entry 1:
{
  "formula": "C45H37ClF3N5O6SbZr",
  "method": "ωB97M-V with the def2-TZVPD basis set",
  "elements": ["H", "C", "C", "H", "H", "H", "C", "H", "H", "C", "H", "H", "H", "C", "C", "H", "O", "Zr", "N", "C", "H", "H", "N", "H", "C", "N", "C", "C", "C", "H", "H", "C", "C", "H", "C", "C", "F", "H", "Cl", "C", "N", "C", "C", "C", "H", "C", "H", "C", "F", "H", "F", "C", "C", "O", "H", "H", "H", "O", "C", "H", "H", "O", "C", "C", "C", "H", "C", "H", "H", "C", "H", "C", "H", "O", "C", "H", "C", "H", "H", "C", "C", "C", "O", "C", "C", "H", "Sb", "C", "C", "H", "C", "H", "C", "H", "C", "N", "C", "C", "C"],
  "coordinates": [[3.563, -0.960, 0.000], [-4.074, 1.539, -0.371], [-1.860, 0.400, 5.101], [-2.115, -6.440, -0.075], [-3.990, 0.875, 3.375], [2.992, 0.692, -4.125], [-1.888, 1.666, -3.812], [3.371, 4.901, -1.561], [5.023, -0.051, -0.495], [-2.004, -4.689, 1.143], [1.923, 1.016, 1.107], [-2.375, 4.914, -1.781], [-2.149, -5.221, 2.069], [3.272, 3.970, -2.104], [2.220, -3.482, 2.725], [-3.554, 2.367, -4.994], [0.114, 1.175, 3.112], [-1.023, -0.542, 1.937], [-1.651, -1.202, 0.077], [0.977, -1.997, -3.659], [3.403, 0.606, -0.847], [5.344, 2.188, 0.427], [-3.215, 0.370, 1.538], [4.115, -3.281, 3.724], [0.701, -0.642, -3.837], [3.992, 0.745, 1.162], [-3.035, 3.715, -3.421], [0.766, -0.975, -6.233], [-3.265, 0.585, 0.209], [-2.118, 0.972, 7.138], [3.639, 2.692, 0.475], [1.143, -2.847, -4.745], [-1.817, -4.685, -1.266], [-5.479, 2.647, 2.495], [-4.015, 1.101, 2.316], [3.055, 1.611, -3.556], [1.177, -3.125, -7.072], [4.859, 2.260, -4.559], [-0.377, 2.245, 2.194], [3.997, 0.027, -0.144], [-1.843, -2.464, 2.300], [-1.843, -1.852, 4.613], [-2.543, -0.444, -0.647], [0.612, -0.142, -5.137], [-1.803, 1.414, 4.730], [4.112, 2.477, -3.807], [-5.492, 3.100, 0.035], [-4.863, 2.327, 0.454], [5.216, 4.489, -3.313], [0.436, 0.914, -5.305], [-4.015, 4.580, -3.746], [-2.225, 4.001, -2.341], [-2.119, -1.171, 6.877], [-1.633, -4.105, 3.944], [-1.572, -2.751, -2.193], [-2.256, -1.398, 7.925], [1.515, 3.340, -1.090], [0.592, 3.249, 1.987], [-1.671, -2.624, -0.064], [-1.818, -5.221, -2.205], [2.685, 1.353, 2.685], [-1.616, 2.753, 2.662], [-1.665, -3.302, -1.268], [4.196, 3.645, -3.078], [3.384, -1.423, 2.930], [-1.805, 0.740, -4.367], [1.161, -1.409, 1.873], [1.356, -3.900, -4.621], [-0.624, 3.304, -1.137], [-1.988, -5.366, -0.073], [2.146, -4.551, 2.871], [1.177, -2.801, 2.106], [1.059, -2.409, -2.659], [-2.822, -0.560, -1.819], [-2.041, 0.146, 6.446], [4.249, -0.874, 3.299], [-4.852, 2.084, 1.819], [4.576, 2.593, 1.989], [-4.081, 1.631, -1.449], [2.230, 3.085, -1.865], [-1.033, 1.924, -2.742], [-2.889, 2.559, -4.163], [-0.572, 1.457, 0.929], [-2.020, -2.187, 5.943], [1.026, -2.315, -6.012], [-2.076, -3.235, 6.204], [0.480, 0.542, -2.092], [2.089, 1.902, -2.594], [4.423, 2.158, 1.004], [0.686, -0.606, -7.246], [3.318, -2.783, 3.188], [4.649, 0.260, 1.775], [-1.838, -3.311, 1.152], [0.351, -3.413, 1.770], [-1.234, 3.089, -2.005], [-1.761, -0.580, 4.192], [-1.756, -2.955, 3.572], [2.361, -0.764, 2.253], [2.643, 0.661, 1.843]],
  "mulliken_charge": [0.271, -0.285, -0.264, 0.400, 0.487, 0.474, -0.464, 0.527, 0.464, -0.792, -0.504, 0.533, 0.529, -0.824, -0.957, 0.465, -0.657, -2.093, 2.265, -0.760, 0.145, 0.381, 0.246, 0.425, 0.088, 0.186, 0.295, -0.874, 0.284, 0.464, 0.211, -0.625, -0.921, 0.468, -0.237, -0.231, -0.342, 0.500, 2.115, -0.608, 0.496, 0.440, -0.553, -0.262, 0.558, -0.899, 0.520, -0.752, -0.346, 0.670, -0.366, -1.011, -0.412, -0.680, 0.654, 0.458, 0.392, -0.655, 0.267, 0.468, 0.505, -0.600, -0.475, 0.370, -0.784, 0.504, 1.925, 0.484, 0.018, -0.816, 0.513, -0.120, 0.400, -0.667, -1.033, 0.452, -0.905, 0.357, 0.726, -0.234, 0.781, -0.888, 0.054, -0.826, 0.258, 0.563, 0.026, -0.125, -0.695, 0.473, -1.085, 0.427, -0.084, 0.188, -0.046, 0.460, 0.469, 0.538, 0.117],
  "de_lowest_kcal_mol": 0.0,
  "lumo_energy_ev": -3.0,
  "total_charge": 1,
  "multiplicity": 1,
  "molar_mass_g_mol": 1049.25
}

***

Entry 2:
{
  "formula": "C45H37FN12O7S2Sn",
  "method": "ωB97M-V with the def2-TZVPD basis set",
  "elements": ["C", "C", "C", "C", "H", "N", "C", "H", "C", "N", "C", "N", "N", "C", "H", "H", "H", "O", "N", "H", "H", "H", "O", "H", "H", "N", "N", "H", "C", "C", "C", "H", "C", "C", "C", "C", "C", "C", "C", "Sn", "N", "C", "F", "O", "N", "C", "C", "H", "H", "C", "C", "C", "O", "H", "H", "C", "C", "C", "C", "H", "C", "C", "C", "N", "C", "H", "H", "H", "C", "H", "C", "C", "C", "N", "C", "H", "H", "S", "H", "H", "C", "H", "H", "S", "C", "H", "N", "C", "C", "C", "O", "H", "C", "H", "H", "O", "H", "H", "H", "C", "H", "H", "O", "H", "C"],
  "coordinates": [[-6.337, 1.210, 5.507], [-2.675, -1.955, 0.621], [1.833, 0.737, 2.170], [-1.603, -1.142, -4.563], [6.412, 1.346, 3.349], [-2.487, -1.551, -0.631], [-7.266, 0.163, 5.456], [4.624, 0.211, 4.521], [2.368, 0.881, -4.111], [-4.625, 2.421, 4.977], [0.527, -0.921, -5.816], [-2.049, -0.903, -3.311], [-5.271, 3.012, 5.996], [0.867, -2.806, -2.781], [5.160, -1.006, -0.802], [1.108, -2.265, -3.687], [3.698, -1.127, 1.161], [-2.035, -1.948, -5.382], [-0.088, 0.707, -4.123], [-3.938, -2.875, 2.093], [3.538, -0.915, 3.685], [7.886, 1.472, 1.377], [0.483, 2.280, -1.982], [7.268, 0.297, -0.710], [1.333, -2.904, 2.979], [3.434, 1.796, -3.653], [-6.290, 2.311, 6.330], [-5.823, -3.152, 0.452], [1.705, -3.155, 1.987], [6.634, 0.223, 0.164], [3.753, 1.814, -2.312], [2.785, -2.992, 2.001], [0.008, -4.766, -1.674], [1.004, -2.122, -1.558], [-0.302, -0.395, -4.879], [0.224, -4.152, -0.460], [4.583, 2.721, -1.780], [-1.229, 0.994, 3.816], [1.069, -2.273, 0.941], [-0.105, 0.469, -0.739], [-3.063, 2.603, 3.186], [-4.704, -2.253, -1.144], [4.889, 2.712, -0.477], [3.560, 2.904, -5.661], [0.924, -1.010, 1.117], [0.924, 2.690, -3.116], [0.999, 1.635, -4.239], [-0.422, -5.758, -1.721], [-1.840, -1.796, 1.298], [1.908, -0.588, -6.084], [-5.061, 0.285, 3.633], [-7.074, -0.798, 4.497], [1.389, -0.856, -1.567], [-0.499, 1.710, 4.199], [-5.876, -1.495, 2.840], [0.724, -2.847, -0.368], [-3.848, -2.542, 1.065], [2.752, 0.168, -5.366], [-3.300, -1.243, -2.964], [-0.674, 0.210, 3.307], [-3.225, 2.160, 1.055], [6.150, 0.811, 2.443], [-5.258, 1.264, 4.623], [4.772, 3.679, -3.912], [0.359, -4.082, -2.840], [-4.530, 3.686, 2.034], [0.991, 2.161, -5.194], [5.080, 4.421, -4.521], [-2.159, 1.626, 2.843], [-5.471, -2.327, -1.902], [5.455, -0.505, 0.112], [4.059, 0.036, 3.604], [6.979, 0.882, 1.335], [-2.241, 1.350, 1.572], [-4.886, -2.694, 0.153], [0.203, -4.542, -3.809], [-3.475, 2.131, 0.007], [2.790, 1.351, 3.563], [2.329, -1.063, -6.966], [-8.099, 0.133, 6.145], [5.178, 3.764, -2.590], [2.232, 0.169, -3.295], [-0.795, 0.880, -3.423], [1.543, 1.854, 0.906], [-3.378, 3.026, 4.508], [-3.515, 4.104, 4.563], [1.507, -0.508, 2.276], [-3.478, -1.691, -1.506], [4.967, 0.077, 2.406], [-3.754, 2.939, 2.033], [-4.326, -1.216, -3.644], [-7.769, -1.623, 4.414], [-5.985, -0.730, 3.597], [0.103, -1.757, -6.355], [-1.764, 0.555, 4.663], [5.957, 4.623, -2.219], [-4.251, 0.317, 2.918], [3.763, 0.314, -5.723], [-0.027, -4.680, 0.453], [4.629, -0.579, 1.224], [-2.562, 2.740, 5.169], [1.531, -4.205, 1.766], [1.326, 3.821, -3.361], [3.284, 1.057, -1.694], [3.872, 2.797, -4.494]],
  "mulliken_charge": [-0.190, -0.231, 0.288, -0.040, 0.337, 0.630, -0.721, 0.568, 0.643, 0.733, -0.425, -0.004, -0.965, -0.756, 0.470, 0.523, 0.464, -0.766, 0.040, 0.618, 0.237, 0.345, -0.501, 0.404, 0.310, 0.193, -0.530, 0.418, -1.600, -0.475, 0.100, 0.183, -1.262, 0.138, 0.479, -0.730, 0.496, -1.314, -0.075, 1.186, 0.311, -0.612, -0.371, -0.670, 1.473, -0.441, 0.884, 0.323, 0.158, -0.725, -0.352, -0.743, 0.312, 0.451, 0.366, 0.358, -1.063, -1.047, -0.243, -0.194, -0.449, -0.545, 1.377, 0.005, -0.406, 0.440, 0.230, 0.254, 0.491, 0.539, -0.844, -1.156, -0.598, 0.480, -0.336, 0.427, 0.572, -0.266, 0.294, 0.400, -0.075, -0.254, 0.104, -0.444, -0.980, 0.389, -0.914, 0.329, 0.257, -0.898, -0.754, 0.384, -0.371, 0.467, 0.379, -0.712, 0.535, 0.339, 0.414, 0.487, 0.373, 0.564, -0.770, 0.510, 0.337],
  "de_lowest_kcal_mol": 6.3,
  "lumo_energy_ev": 3.5,
  "total_charge": -2,
  "multiplicity": 1,
  "molar_mass_g_mol": 1059.71
}

***

| no. | highest occupied orbital energy (eV) |
| --- | --- |
| 1 | -10.22 |
| 2 | -2.41 |